# 1
{
  "formula": "C12H30ClO8P2Zr",
  "method": "ωB97M-V with the def2-TZVPD basis set",
  "species": ["Zr", "Cl", "C", "C", "O", "P", "O", "O", "C", "C", "O", "C", "C", "H", "H", "H", "H", "H", "H", "H", "H", "H", "H", "H", "H", "H", "H", "H", "C", "C", "O", "P", "O", "O", "C", "C", "O", "C", "C", "H", "H", "H", "H", "H", "H", "H", "H", "H", "H", "H", "H", "H", "H", "H"],
  "coordinates": [[2.73166, -2.32572, -1.74421], [1.41049, -0.91376, -0.10852], [3.88317, 3.87000, 5.85388], [3.43839, 2.54235, 5.19374], [2.45992, 2.82042, 4.20735], [0.98466, 2.20744, 4.30176], [0.95000, 0.73590, 4.29641], [0.36866, 3.00396, 5.53024], [-0.72899, 2.48405, 6.31886], [-1.83962, 3.53997, 6.23285], [0.21788, 2.83317, 3.06695], [0.31623, 2.30407, 1.73724], [0.46463, 3.39461, 0.72587], [4.60147, 3.65691, 6.64293], [4.31131, 4.52205, 5.09619], [3.00319, 4.34044, 6.29408], [4.31432, 2.08007, 4.72566], [3.10560, 1.85951, 5.97821], [-1.09995, 1.52980, 5.94607], [-0.32992, 2.35835, 7.32642], [-1.51415, 4.54397, 6.50065], [-2.26162, 3.56639, 5.23033], [-2.61246, 3.28550, 6.96433], [1.01306, 1.47133, 1.61083], [-0.64186, 1.78662, 1.56145], [0.72357, 2.91907, -0.22278], [-0.39426, 4.04983, 0.61551], [1.32930, 4.01034, 0.99173], [-2.86165, -1.20450, -5.38780], [-1.35234, -1.02809, -5.60159], [-0.64727, -1.21113, -4.33669], [-0.36966, -2.65179, -3.73239], [0.87933, -2.52179, -2.84871], [-1.63579, -3.15900, -2.95402], [-2.05440, -2.53680, -1.71791], [-2.71325, -3.61473, -0.85547], [-0.30661, -3.65963, -4.94534], [0.96588, -4.02487, -5.52489], [0.82437, -4.33594, -7.01862], [-3.24117, -0.56638, -4.59472], [-3.39802, -0.98077, -6.30709], [-2.98054, -2.26069, -5.14248], [-0.95760, -1.71005, -6.35326], [-1.13548, -0.05890, -6.05220], [-1.26615, -2.07079, -1.12319], [-2.77275, -1.75497, -1.95932], [-2.89466, -3.30102, 0.16756], [-3.62388, -3.98540, -1.32731], [-2.09728, -4.51891, -0.84055], [1.70724, -3.21855, -5.40548], [1.41211, -4.87250, -4.99692], [1.79638, -4.25946, -7.49318], [0.40339, -5.33793, -7.07308], [0.11509, -3.63211, -7.44939]],
  "atomic_forces_ev_per_a": [[-5.84, 2.03, 0.69], [2.38, -2.08, -2.21], [-0.26, -0.09, -0.39], [0.70, 0.32, 1.31], [-0.46, -0.87, -0.32], [-0.77, 1.92, 0.48], [0.15, -0.39, 0.01], [1.09, -0.99, -1.30], [-0.76, 0.56, 0.37], [-0.06, -0.13, 0.47], [0.61, -0.44, 0.43], [-1.39, -0.87, -0.46], [1.09, 0.35, -0.18], [0.11, -0.08, -0.12], [0.09, 0.11, 0.15], [-0.01, 0.02, -0.03], [-0.10, 0.15, -0.39], [-0.45, -0.03, -0.26], [0.30, -0.05, -0.10], [-0.17, 0.08, -0.02], [0.31, -0.10, -0.05], [-0.04, -0.05, 0.01], [-0.04, -0.16, -0.19], [0.67, 0.52, 0.54], [-0.09, 0.30, 0.16], [-0.28, 0.14, -0.12], [-0.13, -0.17, 0.07], [-0.09, 0.05, -0.03], [1.12, -0.52, -0.13], [-1.36, 0.41, -1.27], [1.35, -1.13, 1.14], [-3.78, 0.64, -2.75], [4.10, -0.15, 1.91], [2.15, 0.31, -0.42], [-1.42, -0.07, 1.58], [0.19, -0.70, -0.88], [0.57, 0.51, 1.77], [1.63, 0.01, -0.90], [-0.73, -0.07, 1.27], [0.05, 0.03, 0.06], [0.02, -0.05, -0.04], [-0.62, 0.06, 0.07], [-0.07, -0.41, 0.31], [0.35, 0.29, 0.93], [0.54, -0.10, -0.54], [0.05, 0.00, -0.21], [-0.10, 0.21, -0.06], [-0.23, 0.40, 0.16], [0.32, 0.24, 0.22], [-0.43, 0.30, 0.02], [-0.53, -0.15, 0.11], [-0.01, -0.14, -0.15], [0.11, -0.01, -0.50], [0.15, 0.03, -0.25]],
  "mulliken_charge": [1.6505, -0.1354, -1.0249, -0.2202, -0.1831, 0.8414, -0.5528, -0.1384, -0.1919, -1.0907, -0.1828, -0.0869, -1.0943, 0.3804, 0.3225, 0.2986, 0.3390, 0.3354, 0.3214, 0.3132, 0.3256, 0.2862, 0.3863, 0.1684, 0.3001, 0.3200, 0.3284, 0.3235, -0.9836, 0.0737, -0.2885, 0.4482, 0.0171, -0.2046, 0.1359, -1.2946, -0.1741, -0.3283, -1.1054, 0.2511, 0.4139, 0.2918, -0.0207, 0.3881, 0.0688, 0.2815, 0.3975, 0.3379, 0.3385, 0.2542, 0.3616, 0.3766, 0.3192, 0.3047],
  "e_above_lowest_kcal_mol": 150.5,
  "lumo_ev": -15.2,
  "total_charge": 3
}

---

# 2
{
  "formula": "C37H66BCl2KN4O6P2S2",
  "method": "ωB97M-V with the def2-TZVPD basis set",
  "species": ["K", "C", "C", "C", "C", "P", "C", "N", "B", "N", "C", "P", "C", "C", "C", "C", "C", "C", "C", "C", "C", "C", "C", "C", "C", "C", "C", "C", "C", "C", "H", "H", "H", "H", "H", "H", "H", "H", "H", "H", "H", "H", "H", "H", "H", "H", "H", "H", "H", "H", "H", "H", "H", "H", "H", "H", "H", "H", "H", "H", "H", "H", "H", "H", "H", "H", "H", "H", "H", "H", "H", "H", "H", "H", "Cl", "C", "Cl", "H", "H", "C", "N", "C", "C", "C", "N", "C", "C", "H", "H", "H", "H", "H", "H", "H", "H", "H", "H", "H", "H", "H", "H", "H", "H", "O", "S", "O", "O", "C", "C", "C", "C", "C", "C", "S", "O", "O", "O", "H", "H", "H", "H"],
  "coordinates": [[1.91725, 0.57681, 0.63108], [1.49326, 5.30241, 1.05610], [0.68357, 4.34769, 1.94521], [1.68727, 3.57504, 2.82212], [-0.22602, 5.16458, 2.86832], [-0.13310, 3.01110, 0.86893], [-1.42977, 2.48657, 2.08942], [-1.93399, 1.14505, 1.88891], [-1.46601, 0.09142, 0.94865], [-2.37009, -1.01442, 1.38229], [-2.45255, -2.35877, 0.83128], [-2.22938, -2.44347, -1.01625], [-2.06383, -4.33733, -1.14405], [-2.29003, -4.77779, -2.59344], [-0.57259, -4.56357, -0.82100], [-2.89455, -5.21282, -0.20446], [-3.96903, -1.97581, -1.62296], [-4.31496, -0.59602, -1.03312], [-3.86586, -1.80608, -3.14756], [-5.10568, -2.93986, -1.29131], [-3.20241, -0.65013, 2.43172], [-4.17698, -1.34901, 3.13032], [-4.88950, -0.69156, 4.14595], [-4.62042, 0.63372, 4.45489], [-3.63213, 1.34350, 3.75619], [-2.93023, 0.69982, 2.74806], [-1.17439, 3.91721, -0.42626], [-0.24745, 4.30154, -1.59246], [-2.18606, 2.87942, -0.93965], [-1.94295, 5.15545, 0.02910], [2.20004, 5.85925, 1.68487], [0.85838, 6.03315, 0.54516], [2.07477, 4.74755, 0.31252], [2.12979, 4.24534, 3.56876], [2.49966, 3.16837, 2.21424], [1.23865, 2.74057, 3.36835], [0.37406, 5.95813, 3.33406], [-0.63509, 4.55465, 3.67814], [-1.05881, 5.63863, 2.34582], [-2.24629, 3.21358, 2.10020], [-0.95253, 2.54064, 3.06927], [-3.41547, -2.79983, 1.08590], [-1.68372, -2.99972, 1.27127], [-1.74702, -4.12982, -3.29241], [-3.34942, -4.76723, -2.86923], [-1.92102, -5.80406, -2.73018], [0.06346, -3.89776, -1.41209], [-0.29077, -5.60282, -1.04294], [-0.34399, -4.37221, 0.23287], [-3.96647, -5.12985, -0.38878], [-2.70754, -4.97064, 0.84501], [-2.61119, -6.26612, -0.35208], [-3.47757, 0.10350, -1.12401], [-4.57434, -0.65759, 0.02816], [-5.18095, -0.18696, -1.57270], [-3.08532, -1.08055, -3.39954], [-4.81981, -1.43578, -3.54510], [-3.62983, -2.74373, -3.65750], [-5.17259, -3.13344, -0.21665], [-5.00456, -3.89498, -1.81286], [-6.05954, -2.49146, -1.60316], [-4.37917, -2.39059, 2.91423], [-5.64911, -1.22898, 4.69913], [-5.17257, 1.12484, 5.24672], [-3.41886, 2.37454, 4.01373], [0.43257, 3.48528, -1.84492], [0.36456, 5.17434, -1.35793], [-0.84764, 4.53887, -2.48065], [-1.69642, 1.94533, -1.22945], [-2.72462, 3.29088, -1.80618], [-2.91872, 2.61694, -0.16880], [-1.27403, 5.97305, 0.31148], [-2.60862, 4.94167, 0.87256], [-2.56983, 5.50872, -0.80193], [1.37647, -2.42854, 1.27842], [2.83107, -2.98695, 2.13036], [4.25964, -3.13529, 1.06788], [2.62048, -3.97046, 2.52687], [3.08217, -2.28922, 2.91113], [2.27323, -4.37453, -2.33066], [2.32429, -2.96915, -2.67925], [3.69190, -2.50809, -2.83770], [1.51345, -2.71261, -3.84547], [1.38420, -1.25263, -4.27539], [0.79784, -0.35538, -3.29956], [1.19154, 1.02690, -3.49133], [-0.64175, -0.50383, -3.22893], [2.86710, -4.55475, -1.43506], [2.65789, -5.02239, -3.14366], [1.24358, -4.67233, -2.12008], [4.14844, -2.89139, -3.77456], [4.28955, -2.86003, -1.99502], [3.74344, -1.42087, -2.82951], [0.51422, -3.11475, -3.65073], [1.91402, -3.26738, -4.71908], [0.77172, -1.26932, -5.19547], [2.36378, -0.86204, -4.56080], [0.94013, 1.40124, -4.50291], [2.26020, 1.14362, -3.31109], [0.66311, 1.64510, -2.76378], [-1.13989, -0.15111, -4.15640], [-1.03649, 0.04469, -2.36878], [-0.90931, -1.54921, -3.07158], [3.05502, 2.42249, -0.23526], [4.31828, 1.84774, -0.72422], [4.65266, 0.58348, 0.58922], [4.09826, 0.99251, -1.89117], [5.48755, 1.11897, 1.53218], [6.75078, 1.59205, 1.14161], [7.62201, 2.16143, 2.04912], [7.26219, 2.27568, 3.38682], [6.02945, 1.79553, 3.79409], [5.13795, 1.21810, 2.88973], [3.67712, 0.51178, 3.65808], [3.32769, 1.46814, 4.69072], [4.17276, -0.76011, 4.17316], [2.63005, 0.33367, 2.64157], [7.02966, 1.49171, 0.10083], [8.58883, 2.51812, 1.70989], [7.93909, 2.71961, 4.10633], [5.72071, 1.86137, 4.83009]],
  "atomic_forces_ev_per_a": [[-2.04, -1.03, -2.21], [0.02, -0.05, 0.00], [0.07, -0.04, -0.01], [0.00, -0.02, -0.08], [-0.05, 0.08, 0.06], [-0.08, 0.40, 0.20], [0.13, -0.22, -0.12], [-0.23, -0.01, 0.25], [-0.10, -0.10, 0.09], [-0.22, -0.20, 0.01], [0.07, 0.47, 0.07], [-0.30, -0.14, 0.45], [0.17, 0.03, 0.07], [-0.01, -0.01, -0.04], [-0.34, 0.11, 0.13], [-0.02, -0.12, 0.00], [0.04, 0.01, -0.05], [0.05, -0.04, 0.05], [0.02, 0.04, 0.00], [-0.08, 0.03, -0.01], [0.08, -0.23, -0.27], [0.00, 0.11, 0.09], [0.16, 0.06, -0.13], [0.09, -0.07, -0.14], [-0.01, -0.06, 0.05], [0.19, 0.15, -0.28], [0.04, -0.13, -0.08], [-0.03, 0.01, 0.01], [-0.09, 0.01, -0.02], [-0.07, 0.08, -0.04], [-0.05, -0.02, -0.03], [0.06, -0.06, 0.04], [-0.05, 0.05, 0.08], [-0.02, 0.00, -0.05], [-0.07, 0.01, 0.04], [0.02, 0.06, -0.05], [-0.05, -0.04, 0.01], [0.02, 0.03, -0.06], [0.11, -0.02, 0.10], [-0.17, 0.06, 0.03], [0.06, 0.05, 0.15], [-0.13, -0.05, 0.07], [0.06, -0.07, 0.03], [-0.05, -0.09, 0.06], [0.13, 0.01, 0.02], [-0.03, 0.09, 0.02], [-0.49, 0.06, 0.37], [-0.08, 0.06, 0.03], [-0.05, -0.02, -0.17], [0.06, -0.02, 0.02], [-0.02, -0.03, -0.10], [-0.04, 0.09, 0.03], [-0.07, -0.05, 0.01], [0.06, 0.00, -0.10], [0.06, -0.04, 0.03], [-0.20, -0.10, 0.01], [0.04, -0.02, 0.02], [-0.03, 0.09, 0.03], [0.00, 0.01, -0.07], [-0.02, 0.06, 0.04], [0.05, -0.04, 0.02], [-0.02, -0.02, 0.00], [-0.03, -0.04, 0.02], [-0.01, 0.02, 0.02], [0.01, -0.02, -0.03], [-0.05, 0.05, 0.03], [-0.04, -0.06, -0.02], [0.02, 0.00, 0.05], [0.01, 0.08, 0.03], [0.04, -0.01, 0.08], [0.06, 0.03, -0.08], [-0.10, -0.08, -0.06], [0.07, 0.02, -0.10], [0.03, 0.00, 0.06], [0.24, -0.13, 0.08], [-0.05, -0.18, -0.20], [-0.23, 0.02, 0.04], [0.00, -0.10, -0.01], [0.08, 0.38, 0.16], [0.06, -0.03, -0.22], [0.09, -0.05, 0.14], [-0.04, -0.02, 0.08], [-0.17, 0.10, 0.08], [0.04, 0.16, 0.08], [-0.05, -0.19, 0.07], [-0.02, -0.13, 0.03], [0.28, 0.02, -0.14], [0.02, 0.02, 0.05], [0.09, -0.01, -0.02], [0.73, -0.09, -0.37], [-0.02, 0.01, 0.06], [-0.05, 0.03, -0.04], [-0.03, 0.05, -0.03], [0.00, -0.02, -0.01], [-0.01, -0.03, -0.09], [0.01, 0.07, -0.19], [0.02, -0.02, 0.07], [-0.05, 0.01, -0.02], [-0.02, -0.01, -0.04], [0.04, -0.06, -0.02], [0.05, 0.06, -0.05], [0.05, -0.07, -0.01], [0.14, 0.21, -0.08], [0.72, 0.92, -0.40], [0.45, 0.46, -0.37], [0.44, 0.53, 0.27], [0.04, -0.27, 0.16], [-0.31, -0.24, -0.06], [-0.12, -0.09, -0.08], [0.04, 0.04, 0.06], [-0.03, -0.05, -0.03], [-0.01, -0.01, -0.13], [0.00, -0.01, -0.24], [-0.21, -0.29, 0.09], [-0.10, 0.09, 0.05], [-0.08, -0.17, -0.06], [1.40, -0.08, 2.75], [-0.01, 0.00, 0.00], [-0.01, -0.01, 0.00], [0.01, 0.02, 0.00], [0.01, -0.01, -0.05]],
  "mulliken_charge": [1.7393, -2.1893, 2.4920, -1.9354, -1.9851, 0.8455, -2.2835, 0.0425, 1.2987, -0.1378, -1.8935, 0.9259, 2.4923, -2.1640, -1.9877, -2.0563, 2.4763, -2.1733, -1.7082, -1.9664, 0.4184, -0.9136, -0.8094, -0.8824, -0.1874, 0.3392, 2.3467, -1.9006, -1.8537, -2.0983, 0.5433, 0.3270, 0.2185, 0.5856, -0.0158, 0.2930, 0.5849, 0.3448, 0.2159, 0.4884, 1.0533, -0.1218, 0.5382, 0.2174, 0.3629, 0.5522, -0.0407, 0.7917, 0.1373, 0.2845, 0.2828, 0.5879, 0.2830, 0.2380, 0.6374, 0.2856, 0.5179, 0.2513, 0.2591, 0.3674, 0.4936, 0.3830, 0.3643, 0.3545, 0.4342, 0.0831, 0.3924, 0.5115, -0.1320, 0.7310, 0.2403, 0.3370, 0.3089, 0.4921, -0.0259, -0.3631, -0.2070, 0.4489, 0.0238, -1.0627, 0.7447, -1.0031, -0.2541, -1.4293, 1.3121, -0.4911, 0.0882, 0.2278, 0.3880, 0.5215, 0.2909, 0.3166, 0.1121, -0.3907, 0.3701, 0.3770, 0.6501, 0.3351, 0.2802, -0.3611, 0.2965, -0.5846, -0.2956, -0.4826, 0.1632, -0.2708, -0.5353, 0.1164, -0.4552, -0.6228, -0.5930, -1.0033, 0.5466, 1.2040, -0.7995, -0.8082, -0.7491, 0.4720, 0.3405, 0.3615, 0.4444],
  "e_above_lowest_kcal_mol": 36.2,
  "lumo_ev": 3.9,
  "total_charge": -2
}